Entry 1:
12
Properties=species:S:1:pos:R:3 method="wB97M-V/def2-TZVPD" e_homo_ev=-9.09 lumo_energy_ev=0.73 total_energy_ha=-571.31890 relative_energy_kj_mol=315.1 gap_ev=9.8191
S 1.671 0.336 -1.554
C 0.237 1.068 -0.427
C -0.662 0.058 -0.301
C -0.204 -0.942 0.828
N -1.455 -0.018 0.937
H 2.432 0.048 -0.307
H -0.110 1.909 -1.271
H 0.927 1.301 0.495
H -0.902 -0.476 -1.249
H -0.289 -2.036 0.690
H 0.741 -0.716 1.277
H -2.385 -0.533 0.882

***

Entry 2:
13
Properties=species:S:1:pos:R:3 method="wB97M-V/def2-TZVPD" e_homo_ev=-8.73 lumo_energy_ev=0.80 total_energy_ha=-969.59474 relative_energy_kj_mol=111.8 gap_ev=9.5277
C 0.532 1.680 -0.164
C -0.213 0.377 0.106
C 0.597 -0.817 0.738
S 1.986 -1.350 -0.290
N -1.462 0.231 -0.277
S -2.266 -1.225 -0.092
H 0.815 2.009 0.812
H 1.343 1.523 -0.878
H -0.135 2.446 -0.637
H 0.907 -0.472 1.678
H -0.048 -1.693 0.901
H 1.338 -1.954 -1.247
H -3.394 -0.756 -0.648

***

Entry 3:
13
Properties=species:S:1:pos:R:3 method="wB97M-V/def2-TZVPD" e_homo_ev=-8.79 lumo_energy_ev=-0.14 total_energy_ha=-969.56353 relative_energy_kj_mol=193.7 gap_ev=8.6436
C -1.719 0.045 -0.659
N -0.275 0.077 -0.691
C 0.339 0.522 0.601
C 1.809 -0.054 0.761
S 2.775 0.632 1.881
S 2.185 -1.622 -0.189
H -2.305 0.923 0.006
H -2.053 0.202 -1.725
H -2.071 -0.887 -0.181
H -0.012 0.641 -1.376
H -0.084 -0.117 1.332
H 0.362 1.549 0.922
H 1.050 -1.913 -0.682

***

Entry 4:
13
Properties=species:S:1:pos:R:3 method="wB97M-V/def2-TZVPD" e_homo_ev=-8.50 lumo_energy_ev=-0.18 total_energy_ha=-969.60443 relative_energy_kj_mol=86.4 gap_ev=8.3239
C -1.641 0.790 -0.449
S -0.880 -0.167 -1.783
C 0.730 -0.434 -1.107
S 1.858 -0.875 -2.198
C 1.034 -0.016 0.309
N 0.328 -0.766 1.297
H -1.457 0.197 0.482
H -2.737 0.824 -0.630
H -1.183 1.793 -0.293
H 2.130 -0.106 0.434
H 0.825 1.016 0.455
H 0.519 -1.780 1.207
H 0.473 -0.476 2.275

***

Entry 5:
13
Properties=species:S:1:pos:R:3 method="wB97M-V/def2-TZVPD" e_homo_ev=-8.69 lumo_energy_ev=-0.29 total_energy_ha=-969.56564 relative_energy_kj_mol=188.2 gap_ev=8.3964
C -1.579 -0.855 0.302
S -0.240 -1.666 -0.578
C 1.087 -0.663 0.140
S 2.559 -1.286 -0.041
C 0.699 0.793 0.474
N 0.717 1.480 -0.828
H -2.377 -1.489 0.035
H -1.890 0.121 -0.124
H -1.374 -0.908 1.444
H -0.188 1.026 1.020
H 1.423 1.358 0.968
H -0.251 1.196 -1.280
H 1.414 0.893 -1.533

***

Entry 6:
14
Properties=species:S:1:pos:R:3 method="wB97M-V/def2-TZVPD" e_homo_ev="-6.50 / -8.62" lumo_energy_ev="0.72 / -2.63" total_energy_ha=-1367.64730 multiplicity=3 relative_energy_kj_mol=50.7 gap_ev="7.2220 / 5.9946"
C -1.417 1.366 -0.675
C -0.743 -2.257 -0.555
C 1.948 1.159 1.074
N -0.328 0.359 -0.044
S -2.994 1.153 -0.488
S -0.863 -0.999 0.801
S 1.262 0.618 -0.517
H -0.960 2.152 -1.235
H -0.050 -3.059 -0.352
H -0.329 -1.691 -1.336
H -1.653 -2.754 -0.747
H 2.989 1.433 0.904
H 1.650 0.325 1.758
H 1.490 2.195 1.413